15
Properties=species:S:1:pos:R:3 method="wB97M-V/def2-TZVPD" total_charge=+1 orbital_gap_ev="6.52 / 6.52" relative_energy_kcal_mol=19.5
N 0.84 -0.23 -0.91
S 1.81 0.97 -0.09
O 3.18 0.44 -0.25
O 1.55 2.23 -0.83
S -0.52 -0.76 -0.47
O -0.22 -2.44 0.05
O -1.40 -1.29 -1.52
C -1.63 0.71 0.01
F -1.01 1.51 0.91
F -1.89 1.45 -1.05
F -2.75 0.25 0.52
F 1.13 -2.57 0.41
Ga 0.76 0.84 2.08
O -0.25 -0.62 2.09
H 0.05 -1.51 2.28